Record 1
Computed, not measured: a structure of composition C31H59AsBiN6O6S2SbSi3Te, with wB97M-V/def2-TZVPD.

Output
Total charge: 0
Spin multiplicity: 1
Total energy: -6620.2482 Eh
Strongest force on any atom: 0.010 Eh/bohr

XYZ file:
```
111
Properties=species:S:1:pos:R:3:mulliken_charge:R:1
Bi 1.120 -0.336 -0.415 -1.13
C -4.288 -0.922 3.619 -0.93
C -3.213 -1.913 3.383 0.91
N -3.119 -3.070 3.953 -0.93
N -1.973 -3.609 3.428 0.31
C -1.352 -2.820 2.537 -0.26
S 0.018 -3.088 1.639 -0.07
N -2.162 -1.712 2.520 0.17
N -1.987 -0.581 1.730 0.89
H -5.069 -1.388 4.213 0.37
H -4.702 -0.570 2.675 0.19
H -3.900 -0.056 4.157 0.18
H -1.668 -4.528 3.698 0.17
H -1.897 -0.879 0.746 -0.14
H -1.108 -0.139 2.002 -0.24
O 2.558 0.940 -4.107 -0.66
C 2.279 0.795 -2.947 0.18
O 1.174 0.217 -2.515 -0.21
C 3.191 1.356 -1.813 0.58
O 4.250 1.881 -2.056 -0.70
O 2.669 1.233 -0.622 0.91
C 1.275 -8.311 0.601 -1.51
C 1.243 -6.998 -0.130 1.07
C 0.056 -6.518 -0.681 -1.07
C 0.013 -5.298 -1.331 -0.17
C 1.171 -4.540 -1.436 0.18
C 2.362 -4.995 -0.895 -0.28
C 2.389 -6.221 -0.247 -1.09
S 1.121 -2.984 -2.280 1.12
O 0.976 -3.242 -3.684 -0.78
O 2.321 -2.265 -1.838 -0.42
N -0.065 -2.167 -1.596 0.20
C -1.391 -2.201 -1.963 -0.24
C -1.915 -2.904 -3.065 -0.67
C -3.276 -2.909 -3.266 -0.86
C -4.113 -2.230 -2.385 -0.98
C -3.512 -1.557 -1.344 -0.40
N -2.195 -1.525 -1.127 0.39
H 0.484 -8.976 0.256 0.38
H 1.134 -8.159 1.674 0.27
H 2.230 -8.818 0.464 0.39
H -0.849 -7.108 -0.596 0.36
H -0.924 -4.933 -1.732 0.36
H 3.256 -4.390 -0.966 0.43
H 3.321 -6.574 0.179 0.40
H -1.254 -3.412 -3.749 0.72
H -3.686 -3.445 -4.113 0.45
H -5.187 -2.219 -2.504 0.47
H -4.121 -1.007 -0.635 0.10
C -2.282 2.615 2.668 -0.90
Si -2.713 2.781 0.842 1.12
C -4.207 1.740 0.434 -0.39
C -3.207 4.566 0.553 -1.21
Sb -0.673 2.160 -0.605 -0.30
Si -1.360 2.431 -3.083 0.81
C -2.870 3.546 -3.073 -1.18
C 0.064 3.224 -3.994 -1.01
C -1.775 0.805 -3.877 -0.73
Si 0.571 4.386 -0.184 0.72
C 0.504 4.755 1.660 -0.80
C 2.345 4.417 -0.736 -0.96
C -0.322 5.735 -1.144 -1.01
H -3.094 2.081 3.167 0.29
H -2.202 3.605 3.123 0.56
H -1.356 2.078 2.864 -0.16
H -5.021 2.112 1.068 0.48
H -4.053 0.691 0.671 -0.64
H -4.521 1.844 -0.606 0.34
H -3.993 4.790 1.283 0.45
H -3.618 4.726 -0.444 0.31
H -2.399 5.276 0.719 0.23
H -2.679 4.513 -2.605 0.25
H -3.703 3.070 -2.551 0.28
H -3.188 3.730 -4.104 0.48
H 0.607 3.979 -3.426 0.13
H -0.338 3.710 -4.889 0.50
H 0.778 2.465 -4.320 0.31
H -2.670 0.345 -3.462 0.10
H -0.938 0.110 -3.807 -0.05
H -1.959 1.008 -4.938 0.56
H 1.489 4.582 2.098 0.40
H -0.216 4.154 2.214 -0.12
H 0.252 5.808 1.815 0.50
H 2.972 3.665 -0.265 -0.04
H 2.709 5.412 -0.449 0.50
H 2.461 4.325 -1.816 0.34
H -1.218 6.112 -0.652 0.38
H -0.588 5.444 -2.159 0.14
H 0.387 6.566 -1.225 0.43
C 1.218 1.877 4.645 -1.38
As 1.577 1.188 2.849 0.82
C 3.323 2.009 2.536 -0.84
C 2.218 -0.576 3.419 -0.82
H 2.088 1.709 5.280 0.45
H 0.357 1.359 5.067 0.40
H 0.998 2.943 4.605 0.33
H 3.231 3.094 2.565 0.42
H 3.675 1.714 1.548 -0.21
H 4.026 1.689 3.306 0.46
H 2.912 -0.459 4.253 0.44
H 2.725 -1.070 2.590 -0.18
H 1.379 -1.206 3.712 0.25
C 5.411 -1.241 -1.577 -1.03
Te 4.459 -1.741 0.255 0.43
C 5.845 -0.643 1.441 -1.14
H 6.402 -1.687 -1.575 0.50
H 5.461 -0.162 -1.691 0.27
H 4.809 -1.670 -2.375 0.26
H 5.847 0.403 1.141 0.34
H 6.836 -1.073 1.321 0.40
H 5.540 -0.726 2.483 0.28
```

Record 2
Computed, not measured: a structure of composition C29H42AuN5O2PS, with wB97M-V/def2-TZVPD.

Output
Total charge: +1
Spin multiplicity: 1
Total energy: -2429.5022 Eh
Strongest force on any atom: 0.045 Eh/bohr

XYZ file:
```
81
Properties=species:S:1:pos:R:3:mulliken_charge:R:1
Au -0.063 1.206 -1.480 0.52
N -7.218 1.615 -3.682 -0.47
C -6.190 1.198 -2.898 1.15
C -5.089 0.527 -3.462 -0.85
C -4.039 0.125 -2.669 -0.50
C -4.072 0.377 -1.301 -0.37
C -5.151 1.036 -0.722 -0.49
C -6.200 1.445 -1.513 -0.83
S -2.675 -0.067 -0.331 1.61
O -1.848 -0.958 -1.112 -0.56
O -3.036 -0.455 0.995 -0.77
N -1.743 1.328 -0.310 -0.44
C -1.972 2.418 0.465 0.64
N -1.027 3.369 0.396 -0.39
C -1.188 4.465 1.108 -0.07
C -2.295 4.671 1.923 -0.80
C -3.220 3.636 1.927 -0.12
N -3.069 2.536 1.213 -0.36
H -7.256 1.358 -4.651 0.19
H -8.038 2.019 -3.272 0.20
H -5.079 0.329 -4.526 0.30
H -3.192 -0.403 -3.087 0.48
H -5.151 1.203 0.346 0.51
H -7.046 1.958 -1.073 0.29
H -0.407 5.212 1.013 0.44
H -2.432 5.570 2.502 0.41
H -4.123 3.686 2.527 0.46
C 0.204 -2.388 3.781 -0.74
C 0.076 -0.866 3.813 -0.94
C 0.860 -0.228 2.648 -0.83
C 0.905 -1.185 1.441 0.76
C -0.425 -1.945 1.362 -0.88
C -0.466 -2.957 2.516 -1.05
P 1.371 -0.322 -0.121 -1.57
C 1.937 -1.535 -1.398 0.63
C 0.776 -2.055 -2.273 -0.26
C 1.233 -3.280 -3.059 -1.20
C 1.546 -4.462 -2.122 -0.92
C 1.965 -3.989 -0.724 -0.32
C 2.776 -2.700 -0.818 -1.24
C 2.797 0.808 0.149 0.83
C 2.427 2.135 0.829 -0.49
C 3.551 3.155 0.574 -0.96
C 4.925 2.470 0.471 -0.67
C 4.963 1.232 1.365 -0.89
C 4.005 0.147 0.838 -0.84
H -0.247 -2.823 4.672 0.51
H 1.265 -2.656 3.803 0.29
H 0.453 -0.473 4.756 0.52
H -0.979 -0.595 3.744 0.32
H 1.874 0.007 2.976 0.41
H 0.377 0.708 2.358 0.08
H 1.714 -1.915 1.554 1.28
H -0.560 -2.449 0.407 0.62
H -1.245 -1.231 1.446 0.07
H 0.041 -3.878 2.218 0.23
H -1.505 -3.214 2.722 0.52
H 2.580 -0.913 -2.027 0.60
H 0.467 -1.267 -2.961 0.50
H -0.097 -2.306 -1.669 0.08
H 2.123 -3.008 -3.634 0.40
H 0.464 -3.564 -3.776 0.46
H 2.344 -5.064 -2.560 0.36
H 0.673 -5.110 -2.032 0.37
H 2.557 -4.759 -0.230 0.60
H 1.080 -3.818 -0.107 -0.28
H 3.620 -2.862 -1.492 0.60
H 3.204 -2.440 0.151 0.41
H 3.068 1.052 -0.884 0.61
H 2.306 1.982 1.901 0.37
H 1.479 2.522 0.444 -0.04
H 3.559 3.875 1.393 0.48
H 3.349 3.710 -0.344 0.32
H 5.706 3.171 0.764 0.46
H 5.129 2.174 -0.561 0.30
H 4.689 1.521 2.383 0.32
H 5.971 0.819 1.415 0.50
H 3.699 -0.496 1.667 0.17
H 4.525 -0.479 0.111 0.40
N 2.305 1.146 -3.463 -0.56
C 1.403 1.194 -2.745 0.12
```